w.
C3H5N3O | wB97M-V/def2-TZVPD

```
12
C3H5N3O | the OMol25 dataset | wB97M-V/def2-TZVPD
O -1.496 1.004 -0.454
C -1.929 -0.306 -0.308
C -0.474 -0.611 -0.223
N 0.100 0.095 -1.340
N 1.250 0.421 -0.907
C 1.337 0.207 0.557
N 0.293 -0.738 0.797
H 1.023 1.167 1.004
H -2.476 -0.698 -1.173
H -2.443 -0.534 0.633
H 1.858 0.987 -1.485
H 2.339 -0.065 0.892
```

HOMO-LUMO gap (spin up / spin down) = 8.638 / 8.639 eV
charge = 0
HOMO (spin up / spin down) = -8.90 / -8.90 eV

x.
C3H5N3O | wB97M-V/def2-TZVPD

```
12
C3H5N3O | the OMol25 dataset | wB97M-V/def2-TZVPD
O -0.276 -2.745 -0.301
C -0.208 -1.484 -0.843
C -0.116 -0.342 -0.155
N 0.021 -0.169 1.238
C 0.352 1.059 1.381
N 0.485 1.796 0.211
N -0.099 0.951 -0.783
H -1.073 -2.806 0.233
H -0.178 -1.461 -1.930
H 0.569 1.539 2.331
H 0.031 2.704 0.228
H 0.492 0.955 -1.607
```

HOMO-LUMO gap = 8.467 eV
charge = 0
HOMO = -7.52 eV
SMILES = O/C=C1\N=CNN1

Question: which arrangement is favored energetically? Ranking from most to least stable: x, w.

w.
C3H5N3O | wB97M-V/def2-TZVPD

```
12
C3H5N3O | the OMol25 dataset | wB97M-V/def2-TZVPD
O -2.085 1.050 0.242
C -1.895 -0.272 0.010
C -0.125 -0.403 -0.024
N 0.539 0.481 -0.673
N 1.904 0.334 -0.251
C 2.318 -0.622 0.510
N -0.391 -1.297 0.763
H -1.568 1.554 -0.408
H -2.103 -0.624 -1.004
H -2.423 -0.854 0.759
H 2.439 1.114 -0.625
H 3.391 -0.460 0.700
```

HOMO-LUMO gap = 8.844 eV
charge = 0
HOMO = -8.67 eV

x.
C3H5N3O | wB97M-V/def2-TZVPD

```
12
C3H5N3O | the OMol25 dataset | wB97M-V/def2-TZVPD
O -2.225 1.113 0.064
C -1.689 -0.192 0.083
C -0.187 -0.185 0.077
N 0.597 -0.935 0.900
C 1.813 -0.603 0.523
N 1.758 0.301 -0.470
N 0.476 0.578 -0.773
H -1.701 1.625 -0.567
H -2.044 -0.778 -0.780
H -2.042 -0.685 0.991
H 2.738 -0.978 0.936
H 2.505 0.738 -0.985
```

HOMO-LUMO gap = 10.919 eV
charge = 0
HOMO = -10.10 eV
SMILES = OCc1nc[nH]n1

Question: which arrangement is favored energetically? Ranking from most to least stable: x, w.

w.
C3H8N2S2 | wB97M-V/def2-TZVPD

```
15
C3H8N2S2 | the OMol25 dataset | wB97M-V/def2-TZVPD
N 1.588 0.875 -0.836
C 0.343 0.942 -0.385
S -0.883 1.653 -1.236
C 0.093 0.381 1.036
N 1.243 -0.164 1.700
C -1.002 -0.687 0.937
S -0.353 -2.147 0.040
H 2.266 0.374 -0.329
H 1.844 1.359 -1.687
H -0.383 1.167 1.630
H 1.981 0.506 1.719
H 1.582 -0.919 1.145
H -1.306 -1.079 1.895
H -1.843 -0.312 0.396
H -0.790 -1.980 -1.213
```

HOMO-LUMO gap = 8.985 eV
charge = 0
HOMO = -8.41 eV
SMILES = NC(=S)[C@H](N)CS

x.
C3H8N2S2 | wB97M-V/def2-TZVPD

```
15
C3H8N2S2 | the OMol25 dataset | wB97M-V/def2-TZVPD
C -0.054 1.426 -2.291
N -0.251 1.494 -0.847
C -0.344 0.317 -0.113
N -1.352 0.117 0.619
S -1.562 -1.122 1.746
S 1.072 -0.790 -0.255
C 2.430 0.402 -0.119
H 0.088 2.440 -2.657
H -0.869 0.954 -2.824
H 0.869 0.854 -2.538
H -1.050 2.059 -0.598
H -0.368 -1.744 1.683
H 3.365 -0.192 -0.008
H 2.330 1.009 0.802
H 2.501 1.058 -0.984
```

HOMO-LUMO gap = 8.890 eV
charge = 0
HOMO = -8.21 eV
SMILES = CN/C(=N/S)SC

Question: which arrangement is favored energetically? Ranking from most to least stable: w, x.

w.
C24H64O24S8 | wB97M-V/def2-TZVPD

```
120
C24H64O24S8 | the OMol25 dataset | wB97M-V/def2-TZVPD
C -1.192 -28.014 -13.780
C -0.802 -26.594 -14.116
O -1.776 -25.643 -13.629
S -2.866 -24.978 -14.614
C -3.680 -26.427 -15.342
O -3.806 -24.274 -13.790
O -2.154 -24.248 -15.636
H -1.633 -28.101 -12.787
H -0.296 -28.634 -13.739
H -1.911 -28.354 -14.524
H 0.136 -26.388 -13.597
H -0.643 -26.407 -15.180
H -2.909 -26.850 -15.981
H -4.569 -26.046 -15.830
H -3.804 -27.050 -14.462
C 3.009 -14.458 -12.880
C 3.176 -15.893 -13.348
O 1.881 -16.536 -13.428
S 1.326 -17.325 -12.141
C -0.377 -16.860 -12.280
O 1.420 -18.734 -12.434
O 1.875 -16.818 -10.903
H 2.545 -14.422 -11.896
H 2.371 -14.002 -13.637
H 3.967 -13.953 -12.766
H 3.616 -15.943 -14.341
H 3.798 -16.492 -12.680
H -0.997 -17.403 -11.574
H -0.614 -17.061 -13.324
H -0.533 -15.797 -12.102
C 0.022 -22.886 -13.146
C 1.523 -22.913 -12.914
O 2.136 -24.194 -13.024
S 3.462 -24.309 -13.996
C 4.802 -24.075 -12.808
O 3.542 -25.657 -14.508
O 3.477 -23.227 -14.958
H -0.363 -21.872 -13.042
H -0.404 -23.429 -12.295
H -0.377 -23.347 -14.046
H 2.026 -22.168 -13.535
H 1.686 -22.547 -11.895
H 4.747 -23.035 -12.492
H 5.789 -24.302 -13.197
H 4.542 -24.754 -11.998
C -8.091 -21.702 -9.599
C -8.758 -23.006 -9.964
O -9.943 -23.162 -9.160
S -10.785 -24.531 -9.423
C -11.180 -24.405 -11.220
O -9.924 -25.669 -9.235
O -12.018 -24.424 -8.700
H -7.072 -21.756 -9.992
H -7.987 -21.660 -8.517
H -8.533 -20.829 -10.073
H -8.995 -23.132 -11.020
H -8.078 -23.829 -9.724
H -11.613 -23.416 -11.324
H -11.910 -25.198 -11.370
H -10.277 -24.639 -11.774
C -6.339 -22.577 -13.912
C -5.672 -21.994 -12.689
O -5.985 -20.650 -12.345
S -5.052 -19.549 -13.119
C -3.506 -19.713 -12.165
O -4.805 -20.009 -14.464
O -5.623 -18.245 -12.933
H -6.174 -23.651 -13.900
H -6.057 -22.178 -14.886
H -7.419 -22.398 -13.862
H -5.913 -22.660 -11.855
H -4.594 -22.186 -12.745
H -2.835 -20.498 -12.510
H -3.686 -19.823 -11.101
H -2.997 -18.795 -12.464
C -6.855 -18.943 -18.249
C -7.507 -19.593 -17.027
O -8.785 -18.946 -16.885
S -9.155 -18.258 -15.483
C -9.022 -19.714 -14.360
O -8.125 -17.285 -15.224
O -10.538 -17.876 -15.457
H -6.401 -18.005 -17.923
H -7.608 -18.751 -19.008
H -6.015 -19.490 -18.679
H -7.717 -20.660 -17.130
H -6.882 -19.440 -16.147
H -9.708 -20.458 -14.751
H -9.458 -19.351 -13.430
H -7.964 -19.896 -14.228
C -3.809 -11.074 -14.697
C -5.186 -11.627 -14.377
O -4.966 -12.888 -13.720
S -6.348 -13.826 -13.616
C -5.596 -15.378 -13.832
O -6.890 -13.739 -12.289
O -7.187 -13.494 -14.738
H -3.234 -10.775 -13.825
H -4.006 -10.186 -15.309
H -3.268 -11.771 -15.336
H -5.716 -10.885 -13.771
H -5.762 -11.734 -15.293
H -6.384 -16.122 -13.779
H -4.794 -15.394 -13.098
H -5.183 -15.328 -14.839
C -5.216 -26.056 -10.284
C -5.239 -27.171 -11.334
O -6.605 -27.513 -11.770
S -7.334 -26.472 -12.704
C -8.808 -27.452 -13.045
O -7.646 -25.290 -11.940
O -6.598 -26.308 -13.928
H -4.200 -25.994 -9.897
H -5.885 -26.339 -9.473
H -5.526 -25.148 -10.789
H -4.758 -26.854 -12.260
H -4.764 -28.065 -10.942
H -8.434 -28.383 -13.476
H -9.396 -27.043 -13.865
H -9.381 -27.661 -12.147
```

HOMO-LUMO gap = 10.531 eV
charge = 0
HOMO = -10.53 eV
SMILES = CCOS(C)(=O)=O.CCOS(C)(=O)=O.CCOS(C)(=O)=O.CCOS(C)(=O)=O.CCOS(C)(=O)=O.CCOS(C)(=O)=O.CCOS(C)(=O)=O.CCOS(C)(=O)=O

x.
C24H64O24S8 | wB97M-V/def2-TZVPD

```
120
C24H64O24S8 | the OMol25 dataset | wB97M-V/def2-TZVPD
C 1.262 5.183 0.686
C 2.025 4.291 1.678
O 2.456 5.200 2.701
S 3.393 4.588 3.875
C 5.001 4.457 2.959
O 3.518 5.583 4.872
O 2.904 3.250 4.097
H 0.748 5.971 1.236
H 0.563 4.640 0.058
H 2.007 5.730 0.101
H 1.296 3.565 2.021
H 2.908 3.840 1.229
H 4.928 3.637 2.252
H 5.750 4.213 3.706
H 5.085 5.437 2.503
C -1.073 -5.401 1.047
C -1.218 -5.126 2.541
O 0.130 -5.087 3.069
S 0.222 -4.932 4.673
C 0.040 -3.155 4.797
O -0.938 -5.542 5.280
O 1.553 -5.275 5.098
H -0.492 -6.318 0.928
H -0.458 -4.639 0.567
H -2.070 -5.520 0.628
H -1.772 -4.197 2.681
H -1.735 -5.955 3.018
H 0.698 -2.654 4.094
H 0.271 -2.843 5.816
H -0.974 -2.795 4.637
C 3.271 -2.757 -0.162
C 4.657 -2.471 0.370
O 5.238 -3.685 0.842
S 6.336 -3.581 2.049
C 5.208 -3.612 3.430
O 7.068 -4.817 2.001
O 6.986 -2.297 1.962
H 2.862 -1.883 -0.661
H 2.569 -3.252 0.504
H 3.413 -3.481 -0.977
H 5.313 -2.005 -0.368
H 4.599 -1.748 1.192
H 4.422 -2.868 3.286
H 5.773 -3.440 4.342
H 4.640 -4.540 3.464
C -7.018 -0.844 -2.516
C -5.671 -1.549 -2.268
O -5.792 -2.518 -1.217
S -4.388 -2.945 -0.537
C -3.582 -3.815 -1.888
O -3.609 -1.776 -0.223
O -4.657 -3.862 0.532
H -7.570 -1.354 -3.303
H -6.821 0.165 -2.878
H -7.643 -0.757 -1.630
H -5.395 -2.090 -3.174
H -4.957 -0.740 -2.118
H -2.932 -4.583 -1.483
H -3.067 -3.080 -2.500
H -4.395 -4.249 -2.469
C -0.263 -1.598 -1.873
C -0.616 -1.354 -0.423
O 0.627 -1.114 0.274
S 0.575 -0.481 1.778
C 0.297 1.212 1.225
O -0.591 -1.039 2.426
O 1.901 -0.604 2.336
H -1.120 -1.702 -2.532
H 0.349 -2.505 -1.924
H 0.453 -0.890 -2.297
H -1.292 -0.515 -0.267
H -1.080 -2.231 0.020
H 0.292 1.778 2.153
H -0.688 1.225 0.767
H 1.072 1.553 0.547
C 3.124 4.150 -2.668
C 1.635 4.413 -2.882
O 0.936 3.362 -2.202
S -0.515 2.997 -2.854
C 0.058 1.783 -4.091
O -1.244 2.279 -1.835
O -1.040 4.149 -3.537
H 3.686 5.076 -2.777
H 3.532 3.479 -3.429
H 3.241 3.638 -1.713
H 1.449 5.350 -2.353
H 1.514 4.604 -3.948
H 0.476 1.007 -3.459
H 0.770 2.396 -4.638
H -0.802 1.491 -4.687
C 0.468 0.801 -9.049
C 0.504 0.012 -7.750
O -0.419 -1.105 -7.800
S -1.825 -0.876 -7.037
C -1.410 -1.301 -5.289
O -2.165 0.518 -7.131
O -2.688 -1.941 -7.502
H 1.123 1.672 -9.059
H -0.525 1.239 -9.180
H 0.684 0.121 -9.869
H 1.468 -0.501 -7.751
H 0.376 0.604 -6.848
H -0.410 -0.969 -5.021
H -1.437 -2.386 -5.295
H -2.176 -0.798 -4.705
C -4.717 2.981 6.150
C -3.806 2.808 4.933
O -2.750 3.779 5.057
S -1.411 3.500 4.182
C -0.483 2.425 5.291
O -1.771 2.737 3.006
O -0.713 4.751 4.144
H -4.157 3.103 7.072
H -5.290 2.052 6.198
H -5.412 3.802 5.983
H -3.352 1.816 5.012
H -4.381 2.833 4.010
H 0.572 2.689 5.307
H -0.640 1.373 5.070
H -0.882 2.639 6.283
```

HOMO-LUMO gap = 10.822 eV
charge = 0
HOMO = -11.05 eV
SMILES = CCOS(C)(=O)=O.CCOS(C)(=O)=O.CCOS(C)(=O)=O.CCOS(C)(=O)=O.CCOS(C)(=O)=O.CCOS(C)(=O)=O.CCOS(C)(=O)=O.CCOS(C)(=O)=O

Question: which arrangement is favored energetically? Ranking from most to least stable: w, x.

w.
C6H6OS | wB97M-V/def2-TZVPD

```
14
C6H6OS | the OMol25 dataset | wB97M-V/def2-TZVPD
C 0.640 -1.756 1.023
C 0.593 -0.700 0.201
O 1.048 -0.802 -1.100
C 0.908 0.386 -1.729
C 0.257 1.255 -0.955
C -0.107 0.597 0.350
C -1.653 0.455 0.672
S -2.825 1.169 -0.141
H 1.204 -2.658 0.788
H 0.131 -1.761 1.980
H 1.338 0.437 -2.728
H 0.026 2.316 -1.146
H 0.270 1.227 1.215
H -1.829 -0.165 1.569
```

HOMO-LUMO gap = 8.227 eV
charge = 0
HOMO = -8.44 eV
SMILES = C=C1OC=C[C@H]1C=S

x.
C6H6OS | wB97M-V/def2-TZVPD

```
14
C6H6OS | the OMol25 dataset | wB97M-V/def2-TZVPD
C 0.181 2.661 -0.607
C 0.491 1.575 -0.122
C 0.743 0.263 0.408
C 2.255 -0.013 0.333
S 2.943 -1.286 -0.420
O 0.023 -0.726 -0.268
C -1.319 -0.790 -0.059
C -2.066 -1.868 -0.254
H -0.025 3.665 -0.918
H 0.509 0.248 1.503
H 2.841 0.768 0.847
H -1.804 0.140 0.150
H -3.147 -1.786 -0.212
H -1.624 -2.850 -0.381
```

HOMO-LUMO gap = 8.507 eV
charge = 0
HOMO = -8.94 eV
SMILES = C#C[C@H](C=S)OC=C

y.
C6H6OS | wB97M-V/def2-TZVPD

```
14
C6H6OS | the OMol25 dataset | wB97M-V/def2-TZVPD
C 2.190 -1.145 0.146
O 0.722 -1.244 -0.356
C -0.065 -0.218 -0.287
C 0.132 1.050 -0.157
C -1.295 1.632 -0.059
C -2.186 0.623 0.089
C -1.427 -0.644 -0.161
S -2.162 -2.059 -0.054
H 2.676 -2.138 0.586
H 2.082 -0.364 1.079
H 3.055 -0.810 -0.650
H 1.098 1.662 -0.371
H -1.525 2.809 0.107
H -3.293 0.846 0.088
```

HOMO-LUMO gap = 7.326 eV
charge = 0
HOMO = -8.46 eV
SMILES = COC1=CC=CC1=S

Question: which arrangement is favored energetically? Ranking from most to least stable: w, x, y.